Entry 1:
C44H97CdN4O12 | ωB97M-V/def2-TZVPD

Each line ends with the Löwdin charge.
Cartesian coordinates (Å):
1 Cd 30.23931 -0.70352 14.72679  1.57
2 C 28.14363 2.74700 14.74027  0.03
3 C 28.80671 1.43364 14.47250  -0.67
4 O 28.37469 0.39215 15.05236  -0.13
5 O 29.91204 1.36373 13.85507  -0.11
6 H 28.45084 3.08331 15.74554  0.09
7 H 27.06194 2.74900 14.85661  0.09
8 H 28.53354 3.62094 14.21374  0.08
9 C 24.97857 4.89229 12.50147  -0.23
10 C 25.69825 5.97839 13.30550  -0.24
11 O 24.67118 6.77831 13.89104  -0.07
12 O 24.20100 4.10570 13.43388  -0.08
13 H 25.65447 4.24330 11.93795  0.09
14 H 24.28760 5.39652 11.82059  0.12
15 H 26.20292 6.54301 12.51871  0.12
16 H 26.34184 5.54316 14.07422  0.10
17 H 23.93971 6.17062 14.07010  0.07
18 H 24.12269 3.28919 12.91486  0.04
19 C 29.14965 -2.64370 12.45498  -0.20
20 C 28.77096 -2.71852 10.99949  -0.22
21 O 29.92758 -2.43036 10.24125  -0.04
22 O 29.65399 -1.33144 12.77245  -0.18
23 H 29.82080 -3.45030 12.76845  0.13
24 H 28.30190 -2.85339 13.11506  0.13
25 H 27.94527 -2.04895 10.73836  0.11
26 H 28.39997 -3.71741 10.74891  0.14
27 H 30.04511 -3.03337 9.50512  0.11
28 H 30.28532 -1.03674 12.08848  0.12
29 C 24.87407 0.38049 19.02784  -0.20
30 C 25.41448 0.46068 17.58303  -0.23
31 O 26.61007 1.22422 17.64351  -0.09
32 O 24.89849 1.68869 19.57114  -0.07
33 H 25.59112 -0.27919 19.52076  0.12
34 H 23.85690 0.01148 18.94041  0.13
35 H 24.74101 0.93116 16.85838  0.12
36 H 25.64670 -0.56105 17.25078  0.12
37 H 27.19867 1.04254 16.91079  0.04
38 H 25.76788 2.03853 19.32477  0.08
39 C 28.65031 4.73728 11.44672  -0.03
40 C 29.88086 5.49813 11.96962  -0.50
41 C 29.31286 6.67968 12.76877  -0.13
42 C 30.32191 7.34630 13.69728  -0.17
43 C 30.83288 6.30579 14.65768  -0.15
44 C 31.41411 5.06035 13.97726  -0.49
45 N 30.54210 4.57192 12.90312  -0.10
46 O 31.07982 3.44477 12.26032  -0.02
47 C 32.82937 5.38673 13.45173  -0.02
48 C 31.63544 3.98840 15.06416  -0.04
49 C 30.73023 6.02368 10.80838  -0.02
50 H 27.91773 4.60242 12.23841  0.05
51 H 28.99907 3.75577 11.11461  0.08
52 H 28.23937 5.26279 10.58341  0.09
53 H 28.78187 7.41799 12.16957  0.13
54 H 28.59630 6.28861 13.50040  0.10
55 H 29.81106 8.12809 14.26814  0.12
56 H 31.14088 7.87861 13.20104  0.11
57 H 29.97053 6.01158 15.26967  0.10
58 H 31.57934 6.67047 15.36378  0.11
59 H 33.29243 4.49282 13.04060  0.08
60 H 32.75674 6.11216 12.63974  0.07
61 H 33.38500 5.86189 14.25963  0.09
62 H 30.68172 3.61878 15.44668  0.06
63 H 32.35131 3.22640 14.74734  0.08
64 H 32.14526 4.42759 15.92752  0.08
65 H 31.13264 5.24577 10.15705  0.09
66 H 31.44908 6.78015 11.10904  0.07
67 H 30.04333 6.51457 10.10716  0.08
68 H 30.75634 2.70949 12.79877  0.04
69 C 25.19054 -0.58450 10.98155  -0.04
70 C 25.36131 0.88769 11.34100  -0.48
71 C 26.68727 1.40284 10.73887  -0.13
72 C 26.57314 1.68170 9.24489  -0.16
73 C 25.39999 2.62045 8.99835  -0.14
74 C 24.05816 2.07970 9.50548  -0.51
75 N 24.24631 1.75638 10.91146  -0.10
76 O 23.06549 1.45615 11.63017  -0.01
77 C 23.01890 3.19099 9.36759  -0.02
78 C 23.58407 0.90325 8.61084  -0.02
79 C 25.53285 1.04189 12.86290  -0.03
80 H 25.67788 -1.25753 11.69998  0.07
81 H 25.66280 -0.89754 10.04947  0.07
82 H 24.14892 -0.91043 11.02977  0.09
83 H 27.19130 2.17000 11.32326  0.10
84 H 27.30565 0.49689 10.82769  0.10
85 H 26.48809 0.74393 8.69264  0.11
86 H 27.45583 2.20864 8.87424  0.12
87 H 25.29306 2.83017 7.93024  0.12
88 H 25.68612 3.58939 9.41895  0.12
89 H 23.32594 4.03936 9.98788  0.08
90 H 22.87258 3.47802 8.32999  0.09
91 H 22.06253 2.94286 9.83326  0.09
92 H 22.50294 0.78568 8.66343  0.09
93 H 23.81498 1.10255 7.55888  0.09
94 H 24.12729 -0.02935 8.75620  0.06
95 H 25.91401 1.99458 13.22368  0.06
96 H 26.06890 0.19672 13.29771  0.08
97 H 24.55309 0.98923 13.34965  0.09
98 H 22.77504 0.58452 11.30594  0.10
99 C 30.64775 8.47531 17.65696  -0.03
100 C 30.97336 7.98187 19.07221  -0.49
101 C 29.86474 8.31589 20.09041  -0.11
102 C 28.66593 7.37862 20.05017  -0.19
103 C 29.09319 5.94039 20.24171  -0.14
104 C 30.18448 5.50643 19.24850  -0.50
105 N 31.22453 6.52258 19.11473  -0.09
106 O 32.15781 6.12150 18.13305  -0.03
107 C 30.79933 4.22224 19.85822  -0.03
108 C 29.48591 5.14469 17.92564  -0.03
109 C 32.26446 8.70216 19.49769  -0.03
110 H 29.87123 7.90725 17.14003  0.07
111 H 30.31452 9.51708 17.66730  0.09
112 H 31.52320 8.50692 17.00547  0.08
113 H 30.22524 8.65311 21.05780  0.12
114 H 29.41118 9.20717 19.63435  0.12
115 H 27.88621 7.72049 20.73340  0.11
116 H 28.17097 7.42167 19.07123  0.09
117 H 28.23016 5.27288 20.25080  0.12
118 H 29.55921 5.84692 21.23197  0.13
119 H 31.47552 4.49878 20.66406  0.09
120 H 31.26498 3.66334 19.04188  0.07
121 H 30.01569 3.56581 20.23828  0.08
122 H 30.21169 5.11271 17.11452  0.04
123 H 28.77729 5.94159 17.67282  0.07
124 H 28.87595 4.23865 17.92047  0.08
125 H 32.39376 8.67832 20.57996  0.08
126 H 33.12024 8.22292 19.02176  0.08
127 H 32.25976 9.74742 19.18911  0.09
128 H 32.97100 5.96160 18.62567  0.11
129 C 23.34514 6.19338 17.24797  -0.01
130 C 24.52865 5.58565 18.04736  -0.49
131 C 25.63237 6.63987 18.18434  -0.13
132 C 25.43966 7.58405 19.34850  -0.17
133 C 25.20725 6.78184 20.64156  -0.14
134 C 24.07058 5.78454 20.58876  -0.51
135 N 24.10355 5.05427 19.31330  -0.11
136 O 23.16552 4.01186 19.21853  -0.01
137 C 24.16908 4.78158 21.75022  -0.02
138 C 22.72405 6.54138 20.65662  -0.03
139 C 25.17325 4.49207 17.16544  -0.03
140 H 22.63513 5.38434 17.05376  0.08
141 H 23.67966 6.62812 16.30989  0.06
142 H 22.77157 6.88666 17.86181  0.07
143 H 26.63416 6.21029 18.29604  0.09
144 H 25.66937 7.25776 17.28316  0.13
145 H 24.61531 8.29476 19.25514  0.11
146 H 26.34131 8.17910 19.51529  0.08
147 H 25.00550 7.45362 21.48270  0.13
148 H 26.17216 6.33939 20.92278  0.10
149 H 24.25916 5.30652 22.69969  0.09
150 H 23.26702 4.17218 21.76022  0.08
151 H 25.04302 4.15461 21.56714  0.08
152 H 22.49374 6.99602 21.62579  0.08
153 H 22.77312 7.42189 20.01180  0.06
154 H 21.90903 5.88876 20.35092  0.08
155 H 24.46065 3.73275 16.83199  0.08
156 H 25.99811 3.96513 17.65459  0.07
157 H 25.60810 4.92637 16.25995  0.07
158 H 23.69957 3.23477 19.43979  0.06

Forces on atoms 1 to 2 (eV/Å):
Cd -0.62 1.07 -0.06
C 0.00 1.08 0.82

Output
DFT total energy   -82282.5431 eV
Total charge   +1

***

Entry 2:
C27H43N3O5PSi2Ta | ωB97M-V/def2-TZVPD

Each line ends with the Löwdin charge.
Cartesian coordinates (Å):
1 Ta -0.15050 0.19989 0.06827  1.81
2 C -4.49552 0.14534 -0.37632  0.01
3 C -3.17459 0.83054 -0.46064  -0.39
4 O -2.11303 0.13858 -0.09711  -0.28
5 C -3.04691 2.10897 -0.89332  0.02
6 C -1.81252 2.80283 -0.94116  -0.26
7 C -1.84646 4.23744 -1.35861  0.00
8 N -0.66651 2.22563 -0.61180  -0.07
9 N 0.40694 3.12148 -0.57296  0.11
10 C 1.51339 2.49150 -0.44528  -0.38
11 O 1.50134 1.14984 -0.44588  -0.22
12 C 2.78691 3.17421 -0.21708  -0.17
13 C 2.80291 4.53070 0.11172  -0.02
14 C 4.00913 5.16595 0.34267  -0.05
15 C 5.20070 4.45548 0.24401  -0.05
16 C 5.18666 3.10745 -0.08687  -0.06
17 C 3.98209 2.46324 -0.31584  -0.02
18 H -4.47369 -0.77428 -0.96072  0.08
19 H -5.28770 0.78610 -0.75270  0.10
20 H -4.71908 -0.12610 0.65734  0.10
21 H -3.93109 2.64575 -1.20107  0.13
22 H -2.69729 4.41079 -2.01386  0.10
23 H -0.92291 4.54086 -1.83826  0.09
24 H -1.97519 4.86441 -0.47190  0.11
25 H 1.86943 5.07233 0.18124  0.12
26 H 4.02519 6.21688 0.59671  0.12
27 H 6.14290 4.95622 0.42139  0.12
28 H 6.11718 2.56331 -0.17514  0.11
29 H 3.96219 1.41569 -0.58815  0.11
30 C -1.63902 -4.41901 -1.32527  -0.16
31 Si -1.19605 -3.10241 -0.07798  0.52
32 C -0.05898 -3.86016 1.21551  -0.15
33 C -2.78503 -2.63907 0.80092  -0.17
34 C -0.21305 -1.64468 -0.96738  -0.44
35 C 1.21469 -1.96127 -0.62945  -0.42
36 C 2.10171 -2.88958 -1.15643  0.01
37 C 3.35639 -2.99534 -0.57930  0.01
38 C 3.71596 -2.16657 0.48316  -0.01
39 C 2.79942 -1.24744 0.93970  -0.09
40 N 1.58000 -1.17453 0.39885  -0.07
41 Si -0.59589 -1.41579 -2.85323  0.48
42 C 0.09432 -2.80738 -3.89024  -0.16
43 C -2.43631 -1.21836 -3.10209  -0.15
44 C 0.26993 0.15520 -3.40064  -0.16
45 H -2.35209 -5.09469 -0.84480  0.06
46 H -0.77746 -5.01913 -1.62237  0.04
47 H -2.11398 -4.03590 -2.22717  0.03
48 H -0.67811 -4.37087 1.95712  0.04
49 H 0.57027 -3.14294 1.74552  0.01
50 H 0.59823 -4.61360 0.77926  0.05
51 H -3.03376 -3.48295 1.45067  0.05
52 H -3.61310 -2.53371 0.10026  0.03
53 H -2.74080 -1.74133 1.41620  0.01
54 H 1.80790 -3.52328 -1.97949  0.11
55 H 4.06170 -3.72514 -0.95494  0.13
56 H 4.69247 -2.23698 0.93917  0.12
57 H 3.02421 -0.55385 1.73864  0.12
58 H -0.13685 -3.80623 -3.52228  0.02
59 H 1.17448 -2.71618 -4.01329  0.04
60 H -0.34553 -2.71996 -4.88729  0.05
61 H -3.04405 -1.96348 -2.58816  0.03
62 H -2.64129 -1.31655 -4.17107  0.06
63 H -2.77771 -0.22589 -2.80273  0.03
64 H 1.34045 0.14076 -3.18306  0.04
65 H -0.15354 1.06785 -2.97351  0.02
66 H 0.16108 0.23551 -4.48575  0.05
67 C -0.48157 -1.90725 4.29564  -0.03
68 O -0.76368 -0.50707 3.99834  -0.24
69 P -0.49857 0.17339 2.62151  0.65
70 O -1.33227 1.50290 2.64988  -0.31
71 C -2.50787 1.99026 3.33641  -0.02
72 O 0.98835 0.74534 2.50093  -0.37
73 C 1.58650 1.85268 3.23687  -0.01
74 H -0.75870 -2.04617 5.33431  0.11
75 H 0.57837 -2.11185 4.16139  0.10
76 H -1.08452 -2.54536 3.65427  0.08
77 H -3.38950 1.46461 2.97617  0.09
78 H -2.57505 3.04638 3.09853  0.10
79 H -2.39818 1.84984 4.40863  0.10
80 H 2.59782 1.95564 2.85607  0.10
81 H 1.59756 1.62141 4.29928  0.10
82 H 1.01673 2.75912 3.04604  0.10

Forces on atoms 1 to 2 (eV/Å):
Ta 0.03 -0.09 -0.46
C 0.07 -0.07 0.09

Output
DFT total energy   -69991.7318 eV
Total charge   +2

***

Entry 3:
C18H30NO3 | ωB97M-V/def2-TZVPD

Each line ends with the Löwdin charge.
Cartesian coordinates (Å):
1 C -2.12307 -2.96479 0.87562  -0.03
2 C -3.53852 -2.43862 0.68823  -0.37
3 C -4.40696 -3.41121 -0.09316  -0.03
4 H -4.43221 -4.36821 0.41910  0.10
5 H -5.43070 -3.05839 -0.17965  0.08
6 H -4.00239 -3.57623 -1.08934  0.10
7 N -3.44674 -1.13754 -0.03075  0.06
8 H -3.14724 -1.28823 -1.00265  0.18
9 C -4.65246 -0.28485 -0.07795  -0.06
10 H -5.02557 -0.12326 0.93373  0.15
11 H -5.42518 -0.75980 -0.68392  0.14
12 C -4.23426 1.04894 -0.71648  -0.31
13 O -3.58525 0.70297 -1.92290  -0.01
14 H -3.55502 1.45807 -2.51888  0.12
15 H -5.13147 1.64983 -0.90970  0.16
16 C -3.32463 1.85714 0.23780  -0.11
17 O -2.28227 1.06680 0.79134  -0.11
18 C -0.95377 1.42221 0.50549  -0.25
19 C -0.05537 1.38529 1.56161  0.01
20 C 1.27147 1.69512 1.33766  -0.01
21 C 1.71682 2.04620 0.06798  -0.22
22 C 0.80654 2.05505 -0.97999  -0.02
23 C -0.52607 1.74208 -0.77172  -0.01
24 H -1.21495 1.74199 -1.60354  0.10
25 H 1.13685 2.30973 -1.97595  0.12
26 C 3.16399 2.36033 -0.16209  -0.11
27 H 3.28504 2.99300 -1.04168  0.12
28 H 3.57110 2.87584 0.70799  0.13
29 C 3.96849 1.07259 -0.37532  -0.21
30 O 3.88258 0.29044 0.79444  -0.15
31 C 4.76241 -0.81372 0.81961  -0.19
32 C 4.42609 -1.88074 -0.20047  -0.28
33 C 5.41916 -2.96872 -0.47639  -0.11
34 C 5.13944 -1.93136 -1.51905  -0.13
35 H 4.58274 -2.22042 -2.39774  0.10
36 H 5.90355 -1.19434 -1.71538  0.10
37 H 5.05399 -3.97149 -0.63362  0.10
38 H 6.36633 -2.92811 0.03873  0.10
39 H 3.37675 -2.15347 -0.18997  0.14
40 H 4.66446 -1.21859 1.83162  0.13
41 H 5.79910 -0.47494 0.67383  0.13
42 H 3.57140 0.52002 -1.23933  0.13
43 H 5.01838 1.32804 -0.58229  0.13
44 H 1.97554 1.66305 2.15290  0.12
45 H -0.40881 1.12230 2.54632  0.12
46 H -3.93471 2.21953 1.07284  0.14
47 H -2.91204 2.72326 -0.28675  0.14
48 H -2.72161 -0.50841 0.41082  0.14
49 H -3.98872 -2.23329 1.66426  0.16
50 H -1.50562 -2.24994 1.41481  0.09
51 H -2.14451 -3.88625 1.44931  0.10
52 H -1.65794 -3.17871 -0.08385  0.09

Forces on atoms 1 to 2 (eV/Å):
C -0.14 0.13 0.07
C 0.05 -0.60 0.12

Output
DFT total energy   -26778.4269 eV
Total charge   +1